{
  "formula": "C4H5N3O2S",
  "method": "ωB97M-V with the def2-TZVPD basis set",
  "homo_ev": [-8.5709, -8.5707],
  "mol_weight_g_mol": 159.17,
  "e_lumo_ev": [-0.24, -0.24],
  "smiles": "CSc1nc[nH]c1[N+](=O)[O-]",
  "gap_ev": [8.3, 8.3],
  "energy_ev": -23626.1973,
  "elements": ["O", "O", "C", "C", "N", "C", "H", "S", "H", "H", "H", "C", "N", "N", "H"],
  "xyz": [[-0.86634, -1.12854, 2.58111], [-2.73848, -1.51873, 1.64175], [-1.13091, 0.31484, -1.56755], [0.16733, -0.03223, 0.06995], [-1.60293, -1.10400, 1.63423], [2.77164, 0.82235, -0.00668], [3.12712, -0.08767, -0.57086], [1.50873, 0.17121, 1.17030], [-2.83391, -0.58175, -0.83670], [3.53029, 1.25486, 0.58144], [-1.52478, 0.78072, -2.53287], [-1.14033, -0.55740, 0.41606], [-1.91135, -0.30557, -0.70233], [0.10027, 0.43236, -1.18548], [2.54365, 1.53955, -0.69236]]
}